[1]
The following is a quantum chemistry calculation of 9 unconnected molecules or ions with the total composition C35H71NO9, from OMol25.

* LUMO energy (spin up / spin down): -3.97 / -8.77 eV
* orbital gap (spin up / spin down): 6.9 / 2.1 eV
* energy relative to the best compared isomer or geometry (same formula, charge and spin): 43.7 kcal/mol
* expectation value of S²: 0.7890
* max |F|: 4.907 eV/A
* multiplicity: 2
* net charge: +1

Structure (XYZ):
```
116
C35H71NO9 | OMol25 | ωB97M-V/def2-TZVPD
O 2.62 3.22 5.12
O -0.10 2.15 -4.86
O 1.49 -4.28 -4.58
O -2.84 3.70 4.15
O -3.30 -3.26 4.95
O -3.64 -3.46 -3.66
O 1.71 -6.85 3.68
O 2.88 3.47 -1.13
O 0.33 -0.35 1.71
N 2.82 3.68 2.91
C 0.82 -6.89 2.55
C -1.34 2.69 -5.36
C -4.35 -2.58 -4.52
C -1.39 4.19 2.49
C 1.05 0.54 -0.32
C -1.68 2.13 -3.09
C -4.68 -1.37 -3.61
C 2.60 4.37 1.61
C 5.26 3.45 -1.29
C -3.67 -1.92 4.52
C 0.62 -0.99 -0.48
C 4.08 2.69 -0.82
C -2.37 2.07 -4.39
C 4.04 2.79 2.89
C -3.43 2.97 3.04
C 1.27 -2.03 -4.45
C -1.44 4.07 3.97
C 0.66 -5.38 2.17
C 0.26 0.85 0.98
C -1.88 -3.41 4.88
C -3.34 -2.82 -2.39
C -2.28 -1.15 4.43
C 0.36 -4.03 -5.27
C 1.83 -4.69 2.95
C 1.98 -5.47 4.18
C 0.40 -1.49 0.98
C 3.23 4.37 -2.23
C -0.18 1.96 -3.47
C 4.69 4.71 -1.90
C -3.51 -1.36 -2.60
C 0.02 -2.59 -4.97
C -2.70 3.76 1.95
C -1.41 -2.05 5.18
C 2.31 3.92 4.12
C 1.89 -3.17 -3.79
H -4.23 -1.89 3.59
H 0.71 1.09 -1.19
H -2.31 -2.97 -2.07
H 2.02 5.27 1.82
H -0.75 -2.43 -4.21
H -1.20 3.77 -5.35
H -3.78 -2.28 -5.41
H -0.39 -1.74 4.95
H 0.59 -5.22 1.09
H -0.28 -4.99 2.57
H 3.10 3.80 -3.16
H -4.29 -1.42 5.26
H 1.57 -3.64 3.09
H -3.78 -0.76 -1.73
H 2.72 -4.70 2.32
H 5.86 2.91 -2.02
H 1.25 -5.25 4.96
H -3.29 2.64 -4.31
H -0.51 -2.09 1.02
H 4.96 3.35 2.71
H -0.80 1.10 0.88
H 1.62 4.77 4.10
H -1.95 1.20 -2.57
H 1.21 -7.53 1.76
H 2.10 0.78 -0.10
H 4.14 2.63 0.27
H -3.32 1.89 3.21
H 0.97 -1.16 -3.86
H 4.10 1.95 2.19
H -2.63 3.17 1.04
H 0.33 2.80 -2.99
H 5.92 3.64 -0.44
H 4.28 2.39 3.88
H -1.31 2.34 -6.39
H -3.34 4.62 1.77
H -1.61 -4.15 5.63
H 1.36 -1.96 1.19
H 2.96 -3.08 -3.62
H -4.51 3.07 3.01
H -3.98 -3.20 -1.59
H -1.66 -3.80 3.88
H -4.72 -0.52 -4.29
H 5.20 5.02 -2.81
H 3.50 4.91 1.30
H 2.48 5.16 -2.36
H 0.46 -4.25 -6.33
H -2.57 -0.97 -3.00
H -5.63 -1.55 -3.09
H -1.86 3.03 -2.49
H 1.45 -3.30 -2.80
H -0.25 -0.99 -1.14
H -5.21 -3.05 -4.99
H -0.62 3.51 2.12
H 1.94 -1.78 -5.26
H 3.01 -5.31 4.52
H -0.13 -7.29 2.90
H -2.21 -0.17 4.91
H -0.81 3.30 4.40
H 0.33 1.05 -3.15
H -0.98 5.18 2.25
H 4.79 5.43 -1.09
H -1.30 5.06 4.39
H -1.96 -1.10 3.39
H -1.54 -1.94 6.26
H 0.80 1.53 1.63
H 4.05 1.69 -1.26
H -0.42 -4.63 -4.82
H 1.40 -1.53 -1.01
H 2.05 3.64 1.03
H -0.33 -2.22 -5.93
H -2.46 1.03 -4.71
```

Atom charges from the Mulliken analysis, given in e for atoms 1 to 99: number 1, O, carries -0.356; number 2, O, carries -0.546; number 3, O, carries -0.457; number 4, O, carries -0.487; number 5, O, carries -0.480; number 6, O, carries -0.445; number 7, O, carries -0.440; number 8, O, carries -0.265; number 9, O, carries -0.610; number 10, N, carries 0.273; number 11, C, carries -0.446; number 12, C, carries -0.606; number 13, C, carries -0.449; number 14, C, carries 0.776; number 15, C, carries 0.588; number 16, C, carries -0.107; number 17, C, carries -0.695; number 18, C, carries -0.834; number 19, C, carries -0.806; number 20, C, carries -0.575; number 21, C, carries 0.159; number 22, C, carries 0.614; number 23, C, carries -0.224; number 24, C, carries -0.974; number 25, C, carries -0.192; number 26, C, carries 0.306; number 27, C, carries -0.567; number 28, C, carries 0.080; number 29, C, carries 0.188; number 30, C, carries -0.274; number 31, C, carries -0.524; number 32, C, carries 0.210; number 33, C, carries -0.645; number 34, C, carries -0.279; number 35, C, carries -0.364; number 36, C, carries -0.125; number 37, C, carries -0.611; number 38, C, carries 0.831; number 39, C, carries -0.483; number 40, C, carries 0.467; number 41, C, carries 0.210; number 42, C, carries -0.517; number 43, C, carries -0.686; number 44, C, carries 0.217; number 45, C, carries -0.306; number 46, H, carries 0.318; number 47, H, carries -0.258; number 48, H, carries 0.224; number 49, H, carries 0.384; number 50, H, carries -0.434; number 51, H, carries 0.264; number 52, H, carries 0.231; number 53, H, carries 0.348; number 54, H, carries 0.373; number 55, H, carries -0.237; number 56, H, carries 0.331; number 57, H, carries 0.303; number 58, H, carries 0.110; number 59, H, carries 0.465; number 60, H, carries 0.284; number 61, H, carries 0.323; number 62, H, carries 0.210; number 63, H, carries 0.413; number 64, H, carries 0.223; number 65, H, carries 0.449; number 66, H, carries 0.090; number 67, H, carries 0.451; number 68, H, carries -0.105; number 69, H, carries 0.269; number 70, H, carries -0.132; number 71, H, carries -0.643; number 72, H, carries 0.014; number 73, H, carries -0.528; number 74, H, carries 0.328; number 75, H, carries 0.254; number 76, H, carries -0.076; number 77, H, carries 0.241; number 78, H, carries 0.410; number 79, H, carries 0.337; number 80, H, carries 0.290; number 81, H, carries 0.292; number 82, H, carries 0.115; number 83, H, carries 0.348; number 84, H, carries 0.282; number 85, H, carries 0.343; number 86, H, carries 0.091; number 87, H, carries 0.283; number 88, H, carries 0.389; number 89, H, carries 0.291; number 90, H, carries 0.382; number 91, H, carries 0.323; number 92, H, carries -0.586; number 93, H, carries 0.368; number 94, H, carries 0.480; number 95, H, carries 0.136; number 96, H, carries -0.402; number 97, H, carries 0.332; number 98, H, carries -0.705; number 99, H, carries 0.355

[2]
The following is a quantum chemistry calculation of a single C13H12S molecule, from OMol25.

* LUMO energy (spin up / spin down): -0.28 / -0.08 eV
* orbital gap (spin up / spin down): 7.3 / 6.3 eV
* energy relative to the best compared isomer or geometry (same formula, charge and spin): 45.4 kcal/mol
* max |F|: 3.124 eV/A
* net charge: 0

Structure (XYZ):
```
26
C13H12S | OMol25 | ωB97M-V/def2-TZVPD
S 2.49 -1.80 0.82
C 2.67 -2.78 -0.64
C 0.85 -1.16 0.59
C -0.77 -0.24 -0.93
C -1.03 -1.06 -3.20
C 0.05 -1.86 -3.00
C 0.78 -1.86 -1.79
C -0.66 3.39 2.31
C 1.85 -2.82 -1.65
C 0.34 -0.33 1.78
C 0.35 1.27 1.81
C 0.34 -1.08 -0.71
C -0.64 2.03 2.40
C -1.40 -0.15 -2.15
H -0.85 0.40 -0.02
H -2.41 0.32 -2.28
H 2.22 -3.46 -2.54
H -0.67 -0.71 2.02
H 0.19 -2.65 -3.76
H 0.18 3.97 2.04
H -1.58 3.87 2.62
H -1.52 1.73 2.97
H -1.56 -0.91 -4.17
H 3.54 -3.40 -0.44
H 0.79 -0.50 2.71
H 1.34 1.72 1.56
```

Charges computed using Mulliken, reported in e: number 1, S, carries -0.205; number 2, C, carries -0.361; number 3, C, carries 0.438; number 4, C, carries -0.298; number 5, C, carries -0.456; number 6, C, carries -0.686; number 7, C, carries 1.197; number 8, C, carries -0.943; number 9, C, carries -0.816; number 10, C, carries -1.502; number 11, C, carries -0.328; number 12, C, carries 0.717; number 13, C, carries 0.197; number 14, C, carries -0.792; number 15, H, carries 0.127; number 16, H, carries 0.292; number 17, H, carries 0.178; number 18, H, carries 0.415; number 19, H, carries 0.279; number 20, H, carries 0.317; number 21, H, carries 0.260; number 22, H, carries 0.306; number 23, H, carries 0.336; number 24, H, carries 0.374; number 25, H, carries 0.606; number 26, H, carries 0.347

[3]
The following is a quantum chemistry calculation of a single CHBr2NO2 molecule, from OMol25.

* LUMO energy: -1.12 eV
* orbital gap: 9.6 eV
* energy relative to the best compared isomer or geometry (same formula, charge and spin): 9.3 kcal/mol
* max |F|: 4.335 eV/A
* net charge: 0
* SMILES string: O=[N+]([O-])C(Br)Br

Structure (XYZ):
```
7
CHBr2NO2 | OMol25 | ωB97M-V/def2-TZVPD
Br 0.44 2.13 -0.50
Br 1.91 -0.92 -0.18
O -0.69 -1.58 -0.62
O -1.78 0.16 0.01
N -0.79 -0.42 -0.25
C 0.47 0.17 0.28
H 0.45 0.46 1.26
```

Charges computed using Mulliken, reported in e: number 1, Br, carries -0.077; number 2, Br, carries 0.016; number 3, O, carries -0.522; number 4, O, carries -0.470; number 5, N, carries 0.861; number 6, C, carries -0.202; number 7, H, carries 0.395